Computed, not measured: a molecular structure, C4H9CeO4 in a non-equilibrium geometry, with ωB97M-V/def2-TZVPD.

- HOMO energy (spin up / spin down) (eV) = -13.18 / -12.60
- HOMO-LUMO gap (spin up / spin down) (eV) = 8.695 / 8.121
- calculated total energy (hartree) = -933.57642

ORCA input file:
```
! wB97M-V def2-TZVPD RIJCOSX def2/J DEFGRID3
* xyz 1 3
O 1.414 0.552 1.448
O 3.566 0.961 0.818
O -1.769 -1.670 -1.795
O 0.538 2.656 -0.119
C 2.747 -0.015 1.300
H -0.979 1.825 1.026
H -3.380 -2.540 -2.560
H -0.284 -0.460 0.816
H 2.665 -0.890 0.625
C 0.401 0.294 0.398
C -3.064 -2.041 -1.618
H -1.030 1.437 -0.708
H -3.149 -2.830 -0.847
H -3.747 -1.203 -1.407
H 0.956 0.026 -0.518
C -0.343 1.619 0.140
Ce 2.427 2.637 0.691
H 3.032 -0.359 2.311
*
```

Computed, not measured: a gas-phase ion, C4H9Cl2N2 (charge +1) in a non-equilibrium geometry, with ωB97M-V/def2-TZVPD.

- HOMO energy (eV) = -15.00
- HOMO-LUMO gap (eV) = 11.441
- SMILES = CNC(=[NH2+])C(C)(Cl)Cl
- energy relative to the best compared isomer or geometry (same formula, charge and spin) (kJ/mol) = 90.6
- calculated total energy (hartree) = -1187.41718

ORCA input file:
```
! wB97M-V def2-TZVPD RIJCOSX def2/J DEFGRID3
* xyz 1 1
H 2.022 1.967 1.868
H -0.863 -1.733 -2.053
H -0.899 0.876 -1.502
N -0.693 -0.009 -1.115
Cl -1.078 1.110 2.255
C -1.499 -0.848 -2.033
H 1.658 0.148 2.183
C 0.304 1.187 1.083
H 2.299 0.646 0.760
Cl 0.059 2.666 -0.005
N 0.176 -1.455 0.506
H 0.565 -1.514 1.411
C -0.063 -0.234 0.015
C 1.712 0.956 1.509
H 0.255 -2.301 -0.049
H -1.444 -0.445 -3.063
H -2.513 -1.016 -1.770
*
```

> What is the formula in the first record?

C4H9CeO4

> Number 2 is which compound?

C4H9Cl2N2

> Number 1 is which compound?

C4H9CeO4